(1)
This record from the OMol25 dataset describes the molecule C4H6N2O. The level of theory is wB97M-V/def2-TZVPD.

Results
E_tot in eV: -9269.48968
Relative energy (zero: lowest compared OMol25 entry of this formula, charge and spin) in eV: 4.012
2S+1: 1
SMILES: CNC(=O)N1C=C1
Frontier orbital gap in eV: 9.48
Charge: 0

Last column: Löwdin charge in e.
Element x y z (Å)
O  -0.46  -2.42  0.24  0.053
C  -0.42  -1.20  0.23  -0.569
N  0.19  -0.49  1.23  0.025
C  0.59  0.90  1.21  -0.104
C  -0.50  0.70  -1.44  -0.038
C  -0.40  -0.40  -2.07  0.010
N  -1.14  -0.49  -0.79  0.029
H  0.64  -1.10  1.89  0.135
H  1.14  1.10  2.13  0.086
H  -0.27  1.57  1.18  0.083
H  -0.49  1.77  -1.31  0.104
H  1.25  1.14  0.37  0.075
H  -0.13  -1.06  -2.88  0.111

=====

(2)
This record from the OMol25 dataset describes a cluster of 11 separate species, C4H28N2O12 in total in a non-equilibrium geometry. The level of theory is wB97M-V/def2-TZVPD.

Results
E_tot in eV: -32153.67477
Relative energy (zero: lowest compared OMol25 entry of this formula, charge and spin) in eV: 2.139
2S+1: 1
SMILES: O=CNCCNC=O.O.O.O.O.O.O.O.O.O.O
Frontier orbital gap in eV: 10.55
Charge: 0

Last column: Löwdin charge in e.
Element x y z (Å)
C  -0.62  2.80  0.75  -0.160
N  -1.54  1.88  0.08  0.036
C  -2.38  2.38  -0.87  -0.369
O  -2.22  3.38  -1.53  0.007
C  0.80  2.32  0.67  -0.163
N  0.99  1.02  1.30  0.065
C  2.13  0.63  1.91  -0.281
O  2.22  -0.54  2.29  -0.032
H  -0.72  3.80  0.34  0.121
H  -1.04  3.02  1.74  0.129
H  -1.87  1.01  0.50  0.088
H  -3.19  1.66  -1.10  0.138
H  1.47  3.04  1.13  0.132
H  1.14  2.23  -0.37  0.086
H  0.46  0.27  0.89  0.100
H  2.91  1.36  2.09  0.148
H  -0.73  -1.43  -1.31  0.049
H  0.36  -1.56  -0.07  0.018
O  0.10  -1.77  -0.97  -0.035
H  -2.08  -0.96  1.90  0.069
H  -1.68  -1.58  0.54  0.007
O  -1.60  -0.77  1.09  -0.081
H  0.03  2.31  -2.27  0.012
H  -0.10  3.16  -3.56  0.058
O  0.37  2.43  -3.16  -0.042
H  0.11  0.20  3.89  0.037
H  0.08  -0.99  2.85  -0.022
O  -0.35  -0.59  3.60  -0.044
H  2.74  1.98  -2.60  0.041
H  2.47  3.38  -2.15  0.037
O  2.75  2.52  -1.80  -0.074
H  -0.26  0.15  -3.70  0.006
H  -1.48  -0.41  -4.43  0.037
O  -0.66  -0.67  -4.01  -0.052
H  -2.36  -3.42  0.84  0.008
H  -3.26  -3.52  -0.48  0.052
O  -2.89  -2.92  0.18  -0.081
H  -0.35  -3.82  1.95  0.021
H  -0.56  -4.99  1.01  0.065
O  -1.06  -4.33  1.50  -0.054
H  2.03  -3.51  1.86  0.060
H  1.63  -2.11  2.38  -0.009
O  1.33  -3.04  2.33  -0.063
H  1.61  -1.46  -2.13  0.004
H  2.65  -1.18  -1.09  0.009
O  2.57  -1.35  -2.03  -0.076

=====

- What is the 2S+1 in the second record?
  1

=====

- Which formula does entry 1 have?
  C4H6N2O

=====

- Which value of charge does entry 2 give?
  0